# 1
This record from OMol25 describes C28H36BiCl2NO2P2S3 as an isolated structure at a distorted geometry. The level of theory is ωB97M-V/def2-TZVPD.

Values from the calculation:
Frontier orbital gap, eV: 8.63
Maximum force, hartree/bohr: 0.0319
Net charge: +2

```
75
Properties=species:S:1:pos:R:3:lowdin_charge:R:1
Bi 0.5901 -0.9092 0.3249 1.4928
O 1.2431 1.4313 0.4306 -0.7515
S 1.3806 2.6403 1.3392 1.0518
C 0.3480 3.9452 0.5444 -0.2752
C -1.1262 3.6003 0.3507 -0.2101
C -1.5527 3.6247 -1.1217 -0.2090
C -1.1686 2.3440 -1.8409 -0.2766
S -2.0913 0.8115 -1.3335 1.0313
O -1.4640 0.3567 -0.0263 -0.7936
C -3.6390 1.5578 -0.7808 -0.3904
C -4.5240 2.0311 -1.7393 -0.0800
C -5.7203 2.5955 -1.3253 -0.0467
C -6.0229 2.6704 0.0265 -0.0474
C -5.1317 2.1891 0.9719 -0.0467
C -3.9358 1.6219 0.5676 -0.0783
C 0.4023 2.3271 2.8258 -0.3761
C -0.5048 1.2871 2.9335 -0.1048
C -1.1236 1.0479 4.1494 -0.0536
C -0.8518 1.8574 5.2374 -0.0461
C 0.0223 2.9253 5.1101 -0.0433
C 0.6674 3.1535 3.9077 -0.0737
H 0.8443 4.1238 -0.4106 0.0976
H 0.4934 4.8220 1.1732 0.1007
H -1.7410 4.2979 0.9207 0.1322
H -1.3279 2.6034 0.7401 0.0670
H -1.0959 4.4751 -1.6342 0.1294
H -2.6322 3.7664 -1.1846 0.1062
H -0.1198 2.0962 -1.6841 0.0754
H -1.3599 2.4115 -2.9099 0.0966
H -4.2782 1.9656 -2.7877 0.1202
H -6.4111 2.9807 -2.0567 0.1175
H -6.9571 3.1047 0.3429 0.1163
H -5.3625 2.2598 2.0232 0.1150
H -3.2365 1.2279 1.2904 0.0948
H -0.7415 0.6837 2.0754 0.0159
H -1.8140 0.2254 4.2404 0.1045
H -1.3297 1.6567 6.1823 0.1182
H 0.2143 3.5677 5.9545 0.1207
H 1.3685 3.9704 3.8122 0.1183
Cl 0.0584 -3.3244 2.7547 0.5242
C -1.6829 -3.1117 2.9690 -0.9313
Cl -2.3415 -2.1384 1.6306 0.5414
H -1.8525 -2.5878 3.9088 0.0353
H -2.1570 -4.0917 2.9738 0.0462
C 4.5117 -1.3389 0.4787 -0.2037
P 3.0906 -0.9415 -0.6162 0.8032
C 3.5360 0.6600 -1.3622 -0.2246
C 3.1486 -2.1368 -1.9971 -0.3879
C 3.9783 -1.9426 -3.0936 -0.0633
C 3.9635 -2.8457 -4.1440 -0.0373
C 3.1305 -3.9499 -4.1003 -0.0348
C 2.3080 -4.1569 -3.0056 -0.0624
C 2.3044 -3.2512 -1.9535 -0.3977
P 1.2381 -3.4780 -0.4829 0.7618
C 2.0345 -4.9134 0.3494 -0.2282
C -0.3220 -4.1648 -1.1498 -0.2317
H 5.4395 -1.3072 -0.0921 0.0651
H 4.4026 -2.3280 0.9222 0.0428
H 4.5459 -0.5930 1.2720 0.0542
H 4.5213 0.6012 -1.8222 0.0570
H 3.5401 1.4206 -0.5837 0.0370
H 2.7913 0.9172 -2.1137 0.0565
H 4.6432 -1.0941 -3.1435 0.1052
H 4.6029 -2.6809 -4.9968 0.1217
H 3.1182 -4.6474 -4.9234 0.1223
H 1.6680 -5.0262 -2.9834 0.1086
H 2.1701 -5.7324 -0.3571 0.0623
H 1.4015 -5.2376 1.1719 0.0162
H 3.0057 -4.6182 0.7441 0.0449
H -0.1473 -5.1009 -1.6781 0.0543
H -0.7638 -3.4351 -1.8272 0.0460
H -1.0069 -4.3481 -0.3223 0.0355
S 0.1417 -0.6368 -4.4392 0.7782
C 0.2653 -0.8023 -2.9028 -0.9768
N 0.4037 -0.9847 -1.7273 -0.2587
```


# 2
This record from OMol25 describes C28H36MoN4O2P2 as an isolated structure at a distorted geometry. The level of theory is ωB97M-V/def2-TZVPD.

Values from the calculation:
Frontier orbital gap (alpha / beta), eV: 5.49 / 2.78
Spin multiplicity: 3
Maximum force, hartree/bohr: 0.0980
Net charge: +2

```
73
Properties=species:S:1:pos:R:3:mulliken_spin:R:1
Mo -1.8482 -0.9717 1.9598 0.0612
C -1.0802 -0.4257 3.9528 0.0871
C -0.7763 0.5546 2.9560 -0.0477
C 0.5737 0.6562 2.2930 -0.0056
C 0.7758 -0.3385 1.1066 -0.0905
C -0.0138 -1.6331 1.0938 0.0588
C -0.1903 -2.4554 2.2375 -0.0893
C 0.6865 -2.2209 3.4447 0.0202
C 0.0189 -1.3105 4.4970 -0.0148
C -3.0944 -2.3076 2.9399 0.0124
H -1.7706 -0.0624 4.7220 0.0066
H -1.3850 1.4637 2.9488 -0.0044
H 1.4319 0.5947 3.0048 -0.0012
H 0.6204 1.6989 1.9011 0.0009
H 0.5088 0.2030 0.1731 0.0092
H 1.8642 -0.5083 0.9870 -0.0078
H -0.3030 -2.0654 0.1199 0.0321
H -0.5211 -3.5009 2.1150 -0.0051
H 1.6876 -1.8290 3.1611 -0.0019
H 0.8898 -3.1955 3.9279 0.0014
H -0.4342 -1.9465 5.2859 -0.0113
H 0.8267 -0.7362 4.9976 0.0008
H -2.8030 -2.6809 3.9289 -0.0013
H -3.2636 -3.1734 2.2622 0.0031
H -4.0618 -1.7702 3.0394 -0.0174
P -0.8003 -0.8865 -1.8104 -0.0014
P 0.5679 2.4094 -0.3946 -0.0096
N 0.2279 -2.2571 -2.3423 0.0011
N -1.8171 -1.0607 -3.3044 0.0006
N 2.3239 2.5895 -0.7998 0.0013
N 0.1558 4.0952 -0.5894 -0.0451
C 0.3848 0.3980 -2.4191 0.0017
C -0.0298 1.8382 -2.0446 0.0127
C 0.0342 -3.5595 -1.8612 0.0027
C 0.9099 -4.4149 -2.5264 -0.0002
C 1.6515 -3.6181 -3.4635 0.0005
C 1.1991 -2.3077 -3.3446 0.0003
C -3.2117 -1.1722 -3.2579 0.0000
C -3.7100 -1.1244 -4.5604 -0.0001
C -2.5837 -0.9960 -5.4411 0.0001
C -1.4358 -1.0099 -4.6491 -0.0002
C 3.3009 2.2041 0.1401 0.0088
C 4.5496 2.2690 -0.4668 -0.0001
C 4.3457 2.6131 -1.8423 0.0063
C 2.9861 2.8618 -2.0070 0.0091
C 0.8889 5.1717 -1.1178 0.3438
C -0.0066 6.1558 -1.5180 0.1762
C -1.3361 5.6838 -1.2304 0.0987
C -1.2143 4.4282 -0.6636 0.3542
H 0.4663 0.3304 -3.5162 0.0008
H 1.3848 0.1590 -2.0180 -0.0004
H 0.3573 2.5365 -2.8087 0.0007
H -1.1326 1.9170 -2.0252 0.0033
H -0.6852 -3.7327 -1.0751 0.0006
H 1.0134 -5.4768 -2.3717 0.0000
H 2.4161 -3.9454 -4.1445 0.0001
H 1.5069 -1.4280 -3.8847 0.0003
H -3.7031 -1.2836 -2.3074 0.0002
H -4.7435 -1.1809 -4.8507 0.0000
H -2.6026 -0.8960 -6.5097 0.0000
H -0.3986 -1.0109 -4.9459 -0.0001
H 3.0075 1.9535 1.1570 0.0005
H 5.5067 2.0931 0.0134 0.0001
H 5.1055 2.6132 -2.6116 0.0005
H 2.4636 3.2878 -2.8521 -0.0084
H 1.9725 5.1473 -1.1396 0.0228
H 0.2531 7.0908 -1.9916 0.0031
H -2.2646 6.1977 -1.4490 0.0028
H -1.9546 3.7242 -0.3005 0.0154
O -0.6441 -3.2442 9.0792 0.8069
C -0.9092 -2.6464 8.0153 -0.0120
O -1.0325 -2.9961 6.8058 0.0964
H -1.1024 -1.5595 8.1902 0.1096
```


# 3
This record from OMol25 describes C28H36N8O5Sr as an isolated structure at a distorted geometry. The level of theory is ωB97M-V/def2-TZVPD.

Values from the calculation:
Frontier orbital gap, eV: 6.24
Maximum force, hartree/bohr: 0.0950
Net charge: 0

```
78
Properties=species:S:1:pos:R:3:lowdin_charge:R:1
Sr 0.7862 0.4440 -0.6493 1.6002
O 1.2709 2.7188 -0.8916 -0.1862
C 2.0361 3.0359 -2.0247 -0.2029
C 1.7969 2.0587 -3.1817 -0.1512
N 1.8742 0.6687 -2.7688 -0.2940
C 3.2177 0.2543 -2.4061 -0.0838
C 3.6745 0.8888 -1.0675 -0.6763
O 4.7841 1.3941 -1.0123 0.0584
O 2.8272 0.7925 -0.1396 -0.2443
C 1.3212 -0.2156 -3.7686 -0.0915
C 0.4091 -1.2401 -3.1405 -0.5194
O 0.0854 -2.1985 -3.9651 0.1027
O -0.0291 -1.1365 -2.0140 -0.0913
H 1.8744 2.1864 -0.3329 0.0144
H 1.7325 4.0310 -2.3764 0.1339
H 3.1005 3.0768 -1.7788 0.1257
H 0.7802 2.2410 -3.5508 0.1081
H 2.5071 2.2770 -3.9989 0.1433
H 3.2214 -0.8247 -2.2241 0.1439
H 3.9460 0.4867 -3.1973 0.1408
H 0.6820 0.3335 -4.4713 0.1461
H 2.0807 -0.7319 -4.3707 0.1486
C -4.5540 3.5651 3.7956 -0.0649
C -3.3556 2.9068 3.1800 -0.2961
C -2.4570 2.2015 3.9811 -0.0486
C -1.3538 1.5917 3.4410 -0.0136
C -1.0752 1.6271 2.0540 -0.2510
N 0.0259 1.0260 1.5308 -0.0837
C 1.1598 1.0951 2.3117 -0.2969
C 1.5899 2.3108 2.8669 -0.0128
C 2.7944 2.4158 3.5226 -0.0380
C 3.6213 1.3073 3.6962 -0.2780
C 4.9683 1.4661 4.3391 -0.0572
C 3.1829 0.0847 3.2091 0.0211
C 1.9716 -0.0287 2.5400 -0.1598
N 1.5168 -1.2920 2.1145 -0.0814
C 1.4226 -2.3784 2.8977 -0.0488
C 0.8575 -3.3839 2.1435 -0.0542
C 0.6353 -2.7955 0.9000 -0.1411
N 1.0298 -1.5273 0.9005 -0.0111
C -2.0023 2.3289 1.2542 -0.1327
C -3.1120 2.9498 1.8190 0.0052
N -1.7954 2.4847 -0.1329 -0.0807
C -1.9012 3.6452 -0.8006 -0.0457
C -1.7436 3.3669 -2.1445 -0.0521
C -1.5305 1.9921 -2.1848 -0.1820
N -1.5524 1.4709 -0.9610 -0.0035
H -4.2869 4.0328 4.7411 0.0738
H -5.3324 2.8290 3.9969 0.0776
H -4.9682 4.3207 3.1348 0.0692
H -2.6368 2.1417 5.0461 0.1110
H -0.6680 1.0533 4.0809 0.1172
H 0.9677 3.1839 2.7158 0.1247
H 3.1107 3.3798 3.8974 0.1102
H 4.9586 2.2834 5.0589 0.0729
H 5.7075 1.7005 3.5712 0.0832
H 5.2794 0.5529 4.8414 0.0721
H 3.7996 -0.7949 3.3353 0.1224
H 1.7371 -2.3672 3.9212 0.1255
H 0.6296 -4.3809 2.4573 0.0890
H 0.2251 -3.2415 0.0140 0.0926
H -3.7934 3.4894 1.1747 0.1148
H -2.0567 4.5803 -0.2998 0.1313
H -1.7662 4.0584 -2.9652 0.0968
H -1.4067 1.3603 -3.0470 0.1031
N -2.1757 -3.3609 -3.4465 -0.0053
C -3.0883 -2.4217 -2.7813 -0.2369
C -2.9935 -2.5933 -1.2514 -0.2933
N -3.3560 -1.4404 -0.4644 0.0164
H -2.4238 -3.4756 -4.4243 0.1047
H -2.2303 -4.2678 -2.9939 0.1055
H -0.7288 -2.7550 -3.6323 0.0712
H -4.1295 -2.5751 -3.0984 0.1128
H -2.7934 -1.4051 -3.0587 0.1062
H -1.9656 -2.8512 -0.9948 0.0894
H -3.6406 -3.4304 -0.9596 0.1100
H -4.1799 -0.9761 -0.8312 0.0712
H -2.5889 -0.7754 -0.4100 0.0430
```